Record 1
Computed, not measured: a molecular structure, C31H55BrNO3P3Pb in a non-equilibrium geometry, with ωB97M-V/def2-TZVPD.

```
95
Properties=species:S:1:pos:R:3:forces:R:3
N -4.96882 5.33748 -4.82632 -0.14 0.11 0.21
C -4.56956 5.81575 -3.64433 0.28 -0.18 -0.03
C -3.40685 5.36222 -3.01203 -0.26 0.00 0.22
C -2.65176 4.32901 -3.60888 0.85 0.28 -0.08
C -3.01958 3.94135 -4.91309 -0.60 -0.12 -0.32
C -4.22283 4.42832 -5.44985 0.94 -0.30 0.16
C -1.60227 3.62058 -2.82600 -3.34 -1.31 -0.93
Pb 0.64429 3.67092 -2.98993 3.42 2.43 -0.05
P 4.07059 0.81270 -1.23631 -2.09 -2.31 1.75
C -1.01375 2.34965 -3.30529 -2.19 -0.73 0.35
C -0.84901 1.23596 -2.34217 0.27 0.32 -0.43
C -0.19138 0.07483 -2.79703 0.11 -0.37 0.35
C 0.22422 -0.88791 -1.88364 -0.08 0.13 -0.03
C -0.02667 -0.70738 -0.52067 -0.68 1.47 -0.90
C -0.83096 0.34883 -0.09439 0.01 -0.48 0.51
C -1.23602 1.32727 -0.99477 0.20 -0.08 -0.07
Br 0.78082 -1.86587 0.72674 -1.36 -1.60 -0.64
H -1.79852 3.67191 -1.74042 0.45 0.31 -0.51
H -1.02200 2.08120 -4.37123 -0.36 0.17 0.46
H -3.12334 5.77211 -2.04501 -0.08 -0.10 -0.11
H -2.45703 3.22528 -5.51176 -0.14 0.09 0.28
H -5.21277 6.56941 -3.17711 0.32 -0.25 -0.20
H -4.57457 4.04124 -6.41388 0.08 0.33 0.38
H 0.02323 -0.03918 -3.86614 -0.07 -0.04 0.43
H -1.83092 2.16380 -0.61254 0.16 -0.54 -0.19
H 0.72981 -1.78954 -2.20993 0.15 0.20 -0.14
H -1.18896 0.38287 0.93279 0.30 0.21 -0.03
P -0.77990 -3.75348 -0.63859 -1.24 -1.77 0.42
C 2.78143 2.01808 -0.76342 0.42 0.38 -0.70
C 3.54145 3.30867 -0.43305 0.04 0.52 0.05
H 2.19197 1.62789 0.08008 0.28 -0.05 -0.21
H 2.11804 2.11306 -1.63841 0.22 -0.01 0.30
H 2.86661 4.08925 -0.06193 0.21 -0.14 -0.03
H 4.31611 3.13212 0.32980 -0.34 0.08 -0.09
H 4.07069 3.68964 -1.32029 -0.24 -0.02 0.25
C 3.43515 -0.48406 -2.37528 0.64 0.76 -1.03
C 4.59756 -1.36690 -2.85334 0.22 -0.19 -0.08
H 2.96606 0.03914 -3.22184 0.03 -0.28 0.12
H 2.67975 -1.07161 -1.83855 0.22 0.46 0.09
H 4.29476 -1.92957 -3.74294 0.11 0.10 0.18
H 5.47012 -0.75447 -3.11966 -0.21 -0.29 -0.06
H 4.90797 -2.09142 -2.08726 -0.06 0.26 -0.17
C 4.18435 -0.21385 0.31685 1.08 0.27 0.34
C 5.60189 -0.36699 0.88757 0.30 -0.19 0.38
H 3.76595 -1.20244 0.07869 0.20 0.28 -0.29
H 3.52447 0.24357 1.06696 0.20 0.13 -0.21
H 5.58639 -1.09280 1.71357 0.02 0.23 -0.26
H 6.32350 -0.72962 0.14366 -0.25 0.07 0.15
H 5.98230 0.57685 1.29820 -0.13 -0.20 -0.16
C -0.93107 -5.04389 0.62055 1.12 0.54 0.92
C -2.00944 -6.05146 0.23865 -0.62 -0.13 -0.67
H -1.13600 -4.57515 1.59651 0.00 -0.08 -0.27
H 0.05942 -5.52056 0.69993 -0.22 0.08 0.01
H -3.01201 -5.61170 0.26572 0.21 -0.14 0.02
H -1.83985 -6.47654 -0.75764 -0.09 -0.02 0.20
H -1.99652 -6.88104 0.94865 0.16 0.12 0.05
C -0.00313 -4.47554 -2.10186 1.00 0.91 -0.20
C -0.40787 -3.98244 -3.49162 -0.20 0.00 -0.29
H -0.20929 -5.54985 -2.00696 0.02 0.02 0.35
H 1.07822 -4.33851 -1.93835 -0.10 -0.34 -0.11
H -1.42263 -4.29310 -3.76356 0.16 0.11 0.15
H -0.32356 -2.89994 -3.62595 -0.06 -0.21 0.07
H 0.26576 -4.45082 -4.21777 -0.10 0.05 0.15
C -2.44315 -3.14020 -1.01245 0.51 1.68 0.46
C -3.22732 -2.67637 0.22243 -0.36 -0.01 0.23
H -2.94680 -3.98211 -1.51140 0.40 -0.18 -0.11
H -2.33551 -2.31854 -1.73965 -0.11 -0.35 0.04
H -4.07205 -2.06318 -0.11515 0.19 -0.17 0.10
H -3.64989 -3.52546 0.78012 0.23 0.32 -0.13
H -2.62823 -2.05951 0.90904 -0.12 -0.17 -0.19
C -0.72004 -2.76138 4.62215 0.03 -0.07 0.28
C -1.53759 -1.52923 4.32534 -0.20 0.11 0.18
O -0.69027 -0.62311 3.58654 0.78 0.35 -0.65
P -0.98398 0.99321 3.55157 -0.65 0.45 1.33
O -0.84897 1.41270 5.11283 0.12 -0.19 -1.39
C 0.36802 1.18126 5.88104 -0.01 -0.03 0.14
C -0.07392 1.04316 7.31084 0.02 -0.07 0.30
O 0.44409 1.48166 2.87540 0.24 -0.46 -0.28
C 0.71053 2.90128 2.69245 0.03 -0.28 0.41
C -0.44697 3.65763 2.08002 -0.10 0.24 0.15
H -0.37364 -3.23910 3.69793 0.00 0.02 0.06
H -1.32906 -3.47910 5.17969 0.12 0.04 -0.08
H 0.15394 -2.50473 5.23332 -0.19 -0.10 -0.16
H -2.41677 -1.77688 3.71194 0.12 0.14 0.15
H -1.88686 -1.06244 5.26072 0.13 -0.07 -0.37
H 0.86802 0.25966 5.54656 -0.14 0.29 -0.09
H 1.03480 2.03706 5.71671 -0.13 -0.20 0.09
H -0.69614 0.14863 7.41359 0.06 0.13 0.07
H 0.79132 0.93470 7.96722 -0.05 0.01 -0.01
H -0.65677 1.90859 7.63707 0.13 -0.10 -0.08
H 0.98297 3.33026 3.66922 -0.11 -0.11 -0.31
H 1.60121 2.96014 2.05094 -0.16 -0.12 0.17
H -1.32530 3.62116 2.73513 0.13 0.07 -0.26
H -0.16469 4.70739 1.96001 -0.04 -0.07 0.03
H -0.71499 3.25952 1.09484 -0.01 -0.04 0.10
```
Forces are in eV/Å.

## Properties
total energy = -143783.906 eV
total charge = +4
gap between HOMO and LUMO (spin up / spin down) = 2.88 / 2.77 eV
HOMO level (spin up / spin down) = -17.284 / -17.242 eV



Record 2
Computed, not measured: 2 unconnected molecules or ions with the total composition C3H8N2S in a non-equilibrium geometry, with ωB97M-V/def2-TZVPD.

```
14
Properties=species:S:1:pos:R:3:forces:R:3
C 0.05995 1.37217 1.16486 0.98 -5.01 -1.67
C -0.99323 -0.05597 -0.89196 0.34 0.60 -1.67
C 1.11390 -1.37371 -0.10663 0.27 1.32 1.51
H -0.14847 0.20932 2.04754 1.26 4.27 -2.47
H 1.25260 1.84378 0.91073 -3.37 -2.53 0.25
H -0.31817 2.22747 1.55433 -1.85 2.13 1.53
H -1.84254 1.52102 -0.18486 1.50 -0.64 0.86
H -0.05203 -1.42094 -2.07756 0.45 1.97 2.89
H 2.18138 -0.70784 -0.17255 -2.78 -2.58 -0.15
H 0.78394 -1.07885 1.11755 0.58 -1.21 -4.12
H 1.13218 -2.60719 -0.22124 0.31 3.65 0.19
N -0.96426 0.95838 -0.03566 1.01 2.38 2.88
N 0.12598 -0.74383 -1.20918 1.69 -3.97 0.11
S -2.33123 -0.14380 -1.89536 -0.39 -0.38 -0.15
```
Forces are in eV/Å.

## Properties
total energy = -17051.221 eV
total charge = 0
gap between HOMO and LUMO = 8.19 eV
HOMO level = -7.978 eV



Record 3
Computed, not measured: a gas-phase ion, C6H14NO (charge +1) in a non-equilibrium geometry, with ωB97M-V/def2-TZVPD.

```
22
Properties=species:S:1:pos:R:3:forces:R:3
C 0.20486 2.23942 2.63212 -0.03 1.75 -3.07
C 0.51143 1.46619 1.56276 -0.05 -0.27 3.29
C 1.03638 0.04981 1.54088 -0.61 0.88 1.38
C 0.88777 -0.59966 0.15987 1.74 -1.26 2.39
C -0.39264 -0.75618 -0.54842 -3.39 -1.52 -1.85
N -0.97038 0.54127 -1.18368 -0.17 0.54 -0.40
C -0.14342 -1.60387 -1.85246 -3.29 -2.63 0.59
O -1.34508 -1.58245 -2.67267 -2.00 -3.17 1.97
H 0.06915 3.35699 2.42284 -0.10 -1.75 0.29
H 0.05258 1.99072 3.63873 0.26 -0.83 1.19
H 0.48199 1.92116 0.64125 0.28 1.40 -2.07
H 2.09749 0.11621 1.91593 -0.77 -0.40 -1.00
H 0.53927 -0.48888 2.35039 -0.14 -0.36 -0.21
H 1.59825 -0.02068 -0.44084 0.12 -0.78 -0.52
H 1.18227 -1.70424 0.38283 0.08 1.80 -1.07
H -1.37747 -1.18122 0.06416 2.93 0.81 -1.47
H -0.19801 1.12056 -1.31084 2.20 1.69 0.48
H -1.57624 1.03465 -0.54623 -0.50 0.21 0.20
H -1.29805 0.66550 -2.17795 -0.72 -1.79 1.07
H -0.06009 -2.69805 -1.66410 0.80 0.91 0.77
H 0.56171 -1.41233 -2.59831 2.06 1.36 -0.19
H -1.86177 -2.45491 -2.31625 1.32 3.43 -1.76
```
Forces are in eV/Å.

## Properties
SMILES = C=CCC[C@@H]([NH3+])CO
total energy = -9977.148 eV
total charge = +1
gap between HOMO and LUMO = 9.76 eV
HOMO level = -13.106 eV



Record 4
Computed, not measured: a molecular structure, C26H25F5N5NiO3P2S2Te in a non-equilibrium geometry, with ωB97M-V/def2-TZVPD.

```
70
Properties=species:S:1:pos:R:3:forces:R:3
Ni -0.45502 -2.09403 -0.25318 0.12 0.96 0.66
S 2.69171 -2.00156 -0.77748 -0.48 -0.07 0.44
P 1.82880 -0.08722 -0.54652 0.01 0.15 -0.40
C 0.15649 -0.03888 -0.30813 0.42 -0.54 0.80
P -0.48175 0.04017 1.26791 -0.21 0.82 -0.32
S -0.45348 -1.67689 2.28955 0.01 0.00 -0.14
C 0.08979 1.47240 2.26359 0.20 -0.03 0.08
C 0.60663 1.31925 3.54455 -0.10 0.11 0.00
C 1.11741 2.41822 4.23126 -0.06 -0.06 -0.03
C 1.11634 3.67196 3.63882 -0.05 -0.02 -0.01
C 0.59660 3.83358 2.35830 -0.05 -0.08 -0.02
C 0.08846 2.73892 1.67407 -0.03 0.00 0.11
C -2.23190 0.54646 0.99138 -0.12 -0.07 0.17
C -2.58277 1.27535 -0.14379 -0.06 0.08 0.07
C -3.89555 1.69630 -0.33490 0.08 -0.03 0.01
C -4.86977 1.38957 0.60867 0.04 -0.02 -0.01
C -4.52737 0.65951 1.73987 0.07 0.00 0.00
C -3.21392 0.24302 1.93100 -0.08 0.03 -0.07
C 2.89134 0.71349 0.70843 0.03 0.10 0.07
C 3.37273 2.01369 0.56978 0.03 -0.06 0.05
C 4.12531 2.59582 1.58514 -0.03 -0.05 -0.02
C 4.40146 1.88258 2.74242 -0.04 -0.06 -0.05
C 3.92491 0.58325 2.88634 0.02 0.03 -0.07
C 3.17252 0.00159 1.87718 0.10 0.04 -0.02
C 2.20669 0.84726 -2.07319 -0.01 -0.08 -0.10
C 1.49030 2.01506 -2.32886 0.04 0.02 -0.05
C 1.70941 2.73725 -3.49519 0.02 -0.05 0.08
C 2.63807 2.28488 -4.42494 -0.01 -0.01 0.00
C 3.34909 1.11850 -4.17942 -0.01 0.00 0.05
C 3.13725 0.40274 -3.00607 0.02 0.08 -0.02
H 0.60670 0.33204 3.99461 0.05 0.03 -0.02
H 1.52974 2.28884 5.22618 -0.03 0.00 -0.05
H 1.52078 4.52561 4.17103 0.00 -0.03 -0.02
H 0.59836 4.81199 1.89072 -0.01 -0.04 0.01
H -0.31476 2.85864 0.67334 0.06 0.01 0.03
H -1.80656 1.49110 -0.87382 -0.05 -0.01 0.03
H -4.15750 2.26585 -1.22084 0.02 -0.03 0.04
H -5.89249 1.71892 0.46119 0.04 -0.03 0.00
H -5.28562 0.41156 2.47437 0.04 0.00 -0.03
H -2.94279 -0.34000 2.80383 -0.01 0.00 -0.02
H 3.16912 2.57021 -0.33789 0.01 0.00 0.06
H 4.49390 3.60928 1.47135 -0.02 -0.04 -0.01
H 4.98562 2.33863 3.53329 -0.01 -0.02 -0.01
H 4.13846 0.02441 3.79060 -0.02 0.01 -0.04
H 2.80388 -1.01285 1.98288 0.00 0.03 0.00
H 0.74578 2.33778 -1.60872 -0.01 -0.02 -0.05
H 1.14794 3.64484 -3.68471 0.00 -0.03 0.01
H 2.79387 2.83349 -5.34791 0.00 -0.03 0.06
H 4.05949 0.75326 -4.91165 -0.02 0.00 0.03
H 3.67075 -0.52401 -2.83383 -0.04 0.00 -0.02
N -2.28656 -1.48905 -1.68277 0.19 -0.52 -0.01
N -3.46678 -2.15451 -1.33435 -0.04 0.28 -0.03
C -3.34299 -3.28629 -0.60586 0.46 -0.01 0.55
N -4.41474 -4.07480 -0.53601 -0.10 -0.11 -0.12
N -2.20276 -3.42277 0.08231 -0.13 -0.35 -0.15
N -1.92172 -4.65966 0.63243 -0.13 -0.14 0.01
O -0.75070 -4.87652 0.83311 -0.09 0.24 0.01
O -2.81313 -5.47216 0.90578 0.08 0.29 -0.03
H -2.46540 -0.50916 -1.83487 0.04 0.20 0.32
H -1.89758 -1.89130 -2.53155 -0.01 0.05 -0.20
H -4.18647 -2.18333 -2.03799 -0.09 -0.05 -0.09
H -5.06749 -4.05114 -1.30042 0.06 0.00 -0.05
H -4.24334 -4.95709 -0.07293 -0.03 -0.09 0.08
F 0.33512 -1.89319 -2.62641 -0.31 0.62 0.17
Te 0.01173 -3.84615 -2.24576 -0.01 -1.64 -2.22
F -0.39480 -3.66663 -4.08183 -0.13 -0.20 -0.23
F 0.12220 -5.73318 -2.46302 -0.01 -0.67 0.13
F -2.06655 -4.38741 -2.46263 -0.19 0.43 0.26
F 1.75039 -4.02659 -2.94604 0.63 0.18 0.19
O 1.43713 -2.96091 -0.38178 -0.06 0.49 0.14
```
Forces are in eV/Å.

## Properties
total energy = -143133.352 eV
2S+1 = 3
<S²> = 2.01
total charge = -1
gap between HOMO and LUMO (spin up / spin down) = 7.08 / 7.05 eV
HOMO level (spin up / spin down) = -4.765 / -4.735 eV



> Which of these has the lowest total charge?

C26H25F5N5NiO3P2S2Te